## i
Below is C7H17NO in the gas phase, with properties calculated with the ωB97M-V functional and the def2-TZVPD basis.

Values from the calculation:
SMILES string: CNC[C@@H](O)C(C)(C)C

XYZ file:
```
26
C7H17NO, DFT the ωB97M-V functional and the def2-TZVPD basis
C 1.204 -0.167 0.110
C -0.264 -0.244 -0.572
C -1.052 1.027 -0.286
C 2.022 1.007 -0.429
C 1.059 -0.068 1.629
C 1.938 -1.471 -0.227
C -3.344 0.094 0.018
N -2.239 0.820 0.607
O -0.186 -0.390 -1.967
H 0.258 -1.221 -2.172
H -1.945 0.373 1.471
H -0.765 -1.122 -0.131
H -1.436 1.408 -1.234
H -0.472 1.824 0.174
H 0.551 0.848 1.922
H 2.182 -1.528 -1.287
H 1.665 1.957 -0.038
H 3.065 0.911 -0.129
H 1.964 1.035 -1.515
H 2.041 -0.070 2.099
H 0.496 -0.915 2.019
H 2.876 -1.527 0.324
H 1.336 -2.340 0.038
H -4.173 0.074 0.726
H -3.672 0.626 -0.875
H -3.108 -0.939 -0.277
```

Löwdin atomic charge list, values in e, 2 entries:
1. C -0.544
2. C -0.337

## ii
Below is C7H17NO in the gas phase, with properties calculated with the ωB97M-V functional and the def2-TZVPD basis.

Values from the calculation:
SMILES string: CC[C@@](C)(O)C[C@H](C)N

XYZ file:
```
26
C7H17NO, DFT the ωB97M-V functional and the def2-TZVPD basis
C 0.521 0.267 0.388
C -1.068 -1.662 -0.447
C -0.733 0.066 -0.362
C 0.396 2.024 0.743
C 1.769 -0.048 -0.420
C -1.907 -1.909 -1.686
C 1.724 2.757 0.806
N -1.744 -2.137 0.730
O 0.534 -0.371 1.635
H 1.080 -1.163 1.595
H -0.119 -2.202 -0.526
H -2.682 -1.753 0.785
H -1.243 -1.872 1.572
H -1.610 0.466 0.143
H -0.651 0.441 -1.378
H -0.067 2.039 1.731
H -0.289 2.553 0.080
H 2.658 0.147 0.179
H 1.804 0.554 -1.324
H 1.810 -1.105 -0.684
H -2.229 -2.951 -1.735
H -1.337 -1.686 -2.586
H -2.796 -1.277 -1.677
H 2.140 2.887 -0.194
H 1.613 3.759 1.227
H 2.426 2.176 1.406
```

Löwdin atomic charge list, values in e, 2 entries:
1. C -0.545
2. C -0.396

Quick one: most stable of them? i

## i
Below is 2 unconnected molecules or ions with the total composition C2H3N3O2, with properties calculated with the ωB97M-V functional and the def2-TZVPD basis.

XYZ file:
```
10
C2H3N3O2, DFT the ωB97M-V functional and the def2-TZVPD basis
C 0.571 -1.021 -0.639
C 0.261 -1.077 0.785
N -0.018 0.007 -1.161
N -0.615 0.013 0.935
N -0.855 0.536 -0.275
O 0.590 -1.821 1.631
O 0.235 2.396 -0.302
H 1.183 -1.532 -1.335
H -1.325 0.113 1.619
H -0.026 2.386 -1.257
```

Löwdin atomic charge list, values in e, 2 entries:
1. C -0.003
2. C -0.459

## ii
Below is C2H3N3O2 in the gas phase, with properties calculated with the ωB97M-V functional and the def2-TZVPD basis.

Values from the calculation:
SMILES string: O/N=c1/nc[nH]o1

XYZ file:
```
10
C2H3N3O2, DFT the ωB97M-V functional and the def2-TZVPD basis
C 0.446 -0.283 -0.053
C -1.622 -0.494 -0.002
H 3.431 -0.270 -0.302
H -2.689 -0.882 0.391
H -1.942 1.501 0.419
N 1.635 -0.638 -0.100
N -0.622 -1.216 -0.123
N -1.423 0.895 -0.152
O 2.739 0.364 0.069
O 0.046 1.023 -0.147
```

Löwdin atomic charge list, values in e, 2 entries:
1. C -0.462
2. C -0.206

## iii
Below is C2H3N3O2 in the gas phase, with properties calculated with the ωB97M-V functional and the def2-TZVPD basis.

Values from the calculation:
SMILES string: O=c1nc(O)[nH][nH]1

XYZ file:
```
10
C2H3N3O2, DFT the ωB97M-V functional and the def2-TZVPD basis
C -0.803 -0.347 -0.098
C 1.352 -0.472 0.033
H -2.188 -1.616 0.070
H 1.488 1.711 -0.338
H -0.945 1.524 0.524
N 0.138 -1.205 0.083
N 0.936 0.883 0.063
N -0.390 0.988 -0.123
O -2.071 -0.625 -0.097
O 2.483 -0.841 -0.118
```

Löwdin atomic charge list, values in e, 2 entries:
1. C -0.483
2. C -0.519

## iv
Below is C2H3N3O2 in the gas phase, with properties calculated with the ωB97M-V functional and the def2-TZVPD basis.

Values from the calculation:
SMILES string: Nc1noc(=O)[nH]1

XYZ file:
```
10
C2H3N3O2, DFT the ωB97M-V functional and the def2-TZVPD basis
N -1.816 0.107 0.080
C -0.482 -0.223 0.115
N -0.010 -1.334 0.574
O 1.394 -1.172 0.538
C 1.724 0.045 0.036
O 2.835 0.480 -0.093
N 0.507 0.641 -0.274
H -2.132 0.525 -0.786
H -2.400 -0.672 0.359
H 0.414 1.609 -0.534
```

Löwdin atomic charge list, values in e, 2 entries:
1. N 0.141
2. C -0.459

Quick one: most stable of them? iv

## i
Below is 2 unconnected molecules or ions with the total composition C2H3N3O2, with properties calculated with the ωB97M-V functional and the def2-TZVPD basis.

XYZ file:
```
10
C2H3N3O2, DFT the ωB97M-V functional and the def2-TZVPD basis
N 1.460 -0.825 -0.879
C 0.544 -0.061 -0.219
N 0.803 -0.238 1.252
O 0.019 0.339 1.943
C -2.765 1.213 1.199
O -3.024 0.106 1.167
N -0.401 0.678 -0.619
H 1.604 -0.709 -1.869
H 2.221 -1.206 -0.338
H -0.462 0.704 -1.636
```

Löwdin atomic charge list, values in e, 2 entries:
1. N 0.127
2. C -0.513

## ii
Below is a molecular structure, C2H3N3O2, with properties calculated with the ωB97M-V functional and the def2-TZVPD basis.

XYZ file:
```
10
C2H3N3O2, DFT the ωB97M-V functional and the def2-TZVPD basis
N -1.939 -0.022 0.165
C -0.608 -0.305 0.185
N -0.056 -1.410 0.637
O 1.354 -1.125 0.493
C 1.392 0.075 -0.024
O 2.462 0.783 -0.321
N 0.250 0.643 -0.253
H -2.208 0.623 -0.566
H -2.551 -0.806 0.300
H 1.902 1.543 -0.616
```

Löwdin atomic charge list, values in e, 2 entries:
1. N 0.146
2. C -0.503

## iii
Below is C2H3N3O2 in the gas phase, with properties calculated with the ωB97M-V functional and the def2-TZVPD basis.

Values from the calculation:
SMILES string: [H]/N=c1/[nH]c(=O)[nH]o1

XYZ file:
```
10
C2H3N3O2, DFT the ωB97M-V functional and the def2-TZVPD basis
C -1.018 0.265 -0.452
C 1.132 -0.183 0.164
H -2.841 1.023 -0.520
H 0.725 1.123 -1.424
H 0.585 -1.618 1.460
N -1.805 0.942 -1.131
N 0.313 0.640 -0.511
N 0.264 -0.731 1.022
O 2.329 -0.176 0.293
O -1.149 -0.697 0.526
```

Löwdin atomic charge list, values in e, 2 entries:
1. C -0.551
2. C -0.618

## iv
Below is 2 unconnected molecules or ions with the total composition C2H3N3O2, with properties calculated with the ωB97M-V functional and the def2-TZVPD basis.

XYZ file:
```
10
C2H3N3O2, DFT the ωB97M-V functional and the def2-TZVPD basis
C -1.540 2.653 0.832
C 1.996 -0.971 0.148
N -1.344 1.493 0.677
N 1.549 0.139 0.361
N -0.808 0.418 0.553
O 2.334 -2.044 -0.030
O -1.410 -0.412 -0.515
H -1.872 3.284 1.529
H 2.014 0.936 0.692
H -1.007 -0.224 -1.324
```

Löwdin atomic charge list, values in e, 2 entries:
1. C 0.136
2. C -0.403

Quick one: most stable of them? ii

## i
Below is 2 unconnected molecules or ions with the total composition C4H9NO3, with properties calculated with the ωB97M-V functional and the def2-TZVPD basis.

Values from the calculation:
SMILES string: N[C@H](C=O)CC=O.O

XYZ file:
```
17
C4H9NO3, DFT the ωB97M-V functional and the def2-TZVPD basis
O -2.094 -0.213 -2.412
C -1.022 -0.545 -1.987
C -0.390 0.240 -0.806
C 1.013 -0.274 -0.483
C 1.770 0.699 0.361
O 2.952 0.708 0.581
N -1.337 0.113 0.325
H -0.479 -1.456 -2.289
H -0.301 1.252 -1.230
H 0.901 -1.189 0.122
H 1.553 -0.431 -1.417
H 1.212 1.566 0.776
H -2.105 -0.529 0.181
H -1.782 1.025 0.372
H 0.089 -0.964 3.135
H -0.295 0.107 2.017
O 0.315 -0.108 2.753
```

Löwdin atomic charge list, values in e, 2 entries:
1. O 0.068
2. C -0.214

## ii
Below is 2 unconnected molecules or ions with the total composition C4H9NO3, with properties calculated with the ωB97M-V functional and the def2-TZVPD basis.

Values from the calculation:
SMILES string: C/C(O)=C\N.O=CO

XYZ file:
```
17
C4H9NO3, DFT the ωB97M-V functional and the def2-TZVPD basis
C 0.221 0.903 0.340
C 0.102 0.829 -1.009
C 1.283 0.224 1.157
C -1.742 -1.191 0.354
N 0.683 -0.076 -1.858
O -0.521 1.869 1.001
O -0.757 -1.997 -0.123
O -2.294 -1.339 1.435
H -0.713 1.522 1.893
H -0.534 -1.710 -1.039
H 0.771 0.285 -2.809
H 1.577 -0.428 -1.512
H -0.603 1.496 -1.506
H -2.132 -0.533 -0.461
H 1.679 -0.667 0.661
H 0.870 -0.097 2.119
H 2.111 0.910 1.357
```

Löwdin atomic charge list, values in e, 2 entries:
1. C -0.415
2. C -0.204

Quick one: most stable of them? ii